#one
The following is a DFT calculation (ωB97M-V/def2-TZVPD) of 7 unconnected molecules or ions with the total composition C25H70N6O7.

```
108
C25H70N6O7, DFT ωB97M-V/def2-TZVPD
C 0.7825 3.0351 3.5840
O -0.1252 2.2008 2.8671
C -1.3996 2.8099 2.8029
C -2.4909 1.8085 2.4178
C -2.8762 0.9444 3.6227
N -1.9713 0.9837 1.3208
H 0.2965 3.1978 4.5497
H 1.0644 3.9024 2.9857
H 1.6803 2.4654 3.8180
H -1.6550 3.2303 3.7822
H -1.3558 3.6664 2.1217
H -3.3812 2.3631 2.1144
H -3.2389 1.5245 4.4759
H -2.0418 0.3767 4.0452
H -3.6264 0.2106 3.3253
H -2.2913 0.0171 1.4036
H -0.9771 0.8278 1.5005
C 2.6514 -0.4527 -5.3101
O 1.4672 -0.7757 -4.6263
C 0.3449 -0.6313 -5.4748
C -0.9514 -1.0378 -4.7655
C -1.0854 -2.4436 -4.2469
N -2.1205 -0.6301 -5.5700
H 2.8239 -1.0699 -6.1936
H 3.5203 -0.4141 -4.6525
H 2.6118 0.6059 -5.6165
H 0.2427 0.3784 -5.8795
H 0.4914 -1.3325 -6.3086
H -1.0495 -0.4165 -3.8585
H -0.5828 -2.7203 -3.3215
H -0.6099 -3.1128 -4.9821
H -2.1324 -2.7312 -4.1547
H -1.8635 0.1619 -6.1512
H -2.3008 -1.3879 -6.2317
C -0.6373 3.2615 -3.8892
O -0.6488 3.8154 -2.5959
C -1.4750 3.2008 -1.6219
C -2.9217 2.9738 -2.0331
C -3.7693 4.2760 -2.0298
N -3.5216 2.0546 -1.0522
H 0.3063 3.5910 -4.3315
H -1.3880 3.7503 -4.5217
H -0.7203 2.1729 -3.9224
H -1.0634 2.2192 -1.3583
H -1.4621 3.8880 -0.7756
H -3.0105 2.6023 -3.0552
H -3.1630 4.9991 -2.6005
H -4.0927 4.7400 -1.1046
H -4.6172 4.1182 -2.6993
H -2.8988 1.8681 -0.2625
H -3.7465 1.1450 -1.4393
C -1.6454 -2.4737 1.2691
O -2.8940 -2.0356 1.7807
C -3.9512 -2.9491 1.6296
C -4.2970 -3.3685 0.1913
C -4.3152 -2.1506 -0.7297
N -5.6278 -3.9737 0.1052
H -0.8513 -1.7975 1.6003
H -1.5851 -2.3399 0.1880
H -1.4304 -3.4360 1.7418
H -3.7776 -3.8325 2.2720
H -4.8145 -2.5279 2.1579
H -3.5905 -4.1222 -0.1642
H -4.7169 -2.4304 -1.6989
H -3.2995 -1.7686 -0.8289
H -4.8839 -1.3556 -0.2419
H -5.7570 -4.7802 0.7087
H -6.3187 -3.2959 0.4184
C 2.5963 -1.5373 1.9399
O 3.3984 -2.7146 1.9720
C 3.3005 -3.3765 3.2107
C 4.1914 -4.6123 3.1958
C 3.9851 -5.5542 2.0029
N 4.0570 -5.2951 4.4560
H 2.8924 -1.0152 1.0311
H 2.8311 -0.9689 2.8432
H 1.5416 -1.7977 1.8179
H 3.6442 -2.7471 4.0398
H 2.2519 -3.6218 3.4305
H 5.2181 -4.2315 3.1410
H 4.6607 -6.4087 2.0547
H 4.2694 -5.0495 1.0738
H 2.9453 -5.8810 1.9496
H 4.7180 -6.0411 4.6108
H 3.1310 -5.6934 4.5728
C 1.5672 3.6823 0.0521
O 2.7841 3.6853 0.7376
C 3.2872 2.4276 1.0670
C 4.6015 2.5794 1.8242
C 5.2150 1.2689 2.2651
N 4.4259 3.4797 3.0001
H 0.8150 3.0945 0.6058
H 1.6193 3.1685 -0.9140
H 1.1212 4.6621 -0.0959
H 2.6175 1.8703 1.7480
H 3.3277 1.7760 0.1805
H 5.3582 3.1141 1.2404
H 6.2095 1.3321 2.6931
H 5.2337 0.6552 1.3569
H 4.5608 0.7926 3.0022
H 4.2512 4.3976 2.6125
H 3.6544 3.1446 3.5587
C 1.0752 -0.0195 -1.3160
O 0.2292 -0.3995 -0.2241
H 0.9680 1.0428 -1.5640
H 2.0749 -0.2655 -0.9729
H 0.7574 -0.4747 -2.2583
H -0.6509 -0.0614 -0.4412
```

Calculated values
Kohn-Sham gap	9.2	eV
total charge	0
SMILES	COC[C@H](C)N.COC[C@H](C)N.COC[C@H](C)N.COC[C@H](C)N.COC[C@H](C)N.COC[C@H](C)N.CO

These are the Löwdin partial charges, in e, on atoms 1 to 2: -0.085 -0.212

#two
The following is a DFT calculation (ωB97M-V/def2-TZVPD) of 7 unconnected molecules or ions with the total composition C25H70N6O7.

```
108
C25H70N6O7, DFT ωB97M-V/def2-TZVPD
C 5.2780 1.0879 1.3824
O 4.0007 0.9276 2.0065
C 3.4944 -0.4191 2.0751
C 4.1194 -1.2664 3.1601
C 4.0072 -2.7708 2.9552
N 3.7031 -0.9223 4.5290
H 6.0866 0.6601 1.9542
H 5.3222 2.1765 1.3379
H 5.2908 0.7014 0.3373
H 2.4176 -0.2895 2.1128
H 3.7096 -0.9571 1.1338
H 5.1774 -0.9512 3.1879
H 4.6725 -3.2069 3.6660
H 4.2203 -3.1663 1.9594
H 2.9850 -3.0350 3.1289
H 4.0570 -0.0215 4.6846
H 2.6501 -0.8750 4.5350
C -0.6555 6.3834 0.1370
O 0.0247 5.2827 0.6750
C 1.0871 4.7879 -0.0984
C 1.8982 3.8924 0.7996
C 2.6530 4.6993 1.8431
N 2.7989 3.0958 -0.1471
H 0.0269 7.2633 0.0796
H -1.5081 6.6626 0.7242
H -0.8827 6.1447 -0.9052
H 0.6454 4.1672 -0.9611
H 1.7125 5.5591 -0.5105
H 1.2518 3.0899 1.1902
H 2.0450 5.3628 2.4487
H 3.3475 5.2383 1.2357
H 3.3129 4.0479 2.4722
H 2.2215 2.5086 -0.7398
H 3.3767 2.4104 0.3391
C 0.6473 -3.3006 4.2679
O 0.8891 -2.2846 3.3651
C -0.0579 -2.0042 2.4058
C -0.7445 -3.1389 1.6467
C 0.1905 -3.8261 0.7633
N -1.9141 -2.4787 0.9731
H -0.4188 -3.1926 4.7678
H 1.3844 -3.1792 5.0917
H 0.7822 -4.3602 3.8870
H -0.8143 -1.4381 2.9453
H 0.4411 -1.4449 1.5956
H -1.1498 -3.7221 2.4491
H -0.2500 -4.8275 0.5533
H 1.0487 -4.0860 1.4306
H 0.4887 -3.1743 -0.1144
H -2.4367 -1.8713 1.6527
H -1.5247 -1.8153 0.2798
C -3.4997 -0.4772 -5.7519
O -3.3488 0.4757 -4.7124
C -2.8663 -0.0847 -3.4946
C -3.0662 0.8589 -2.3164
C -2.1881 2.0970 -2.4577
N -2.7060 0.0310 -1.1270
H -2.6204 -1.1808 -5.8306
H -3.7551 0.1370 -6.6424
H -4.3568 -1.1077 -5.5411
H -3.3589 -1.0425 -3.3075
H -1.7793 -0.2645 -3.5386
H -4.1118 1.1784 -2.3308
H -2.3295 2.6429 -3.4025
H -1.1222 1.8612 -2.4883
H -2.3654 2.8045 -1.6870
H -3.2879 -0.7760 -1.0936
H -2.6129 0.4980 -0.2262
C -1.8998 3.0017 2.0207
O -2.7642 1.8760 2.2116
C -2.6090 1.2706 3.4706
C -3.8732 0.4495 3.6720
C -3.9263 -0.5804 4.8234
N -4.1426 -0.2583 2.4617
H -2.1110 3.7953 2.7378
H -2.0715 3.3416 0.9616
H -0.8141 2.7157 2.0435
H -1.7837 0.5379 3.4729
H -2.4644 1.9512 4.3256
H -4.6961 1.2076 3.8322
H -3.8390 -0.0992 5.8355
H -3.2176 -1.3719 4.6821
H -4.8712 -0.9997 4.7446
H -4.3633 0.2920 1.6621
H -4.5968 -1.1196 2.5903
C -1.1278 -3.7850 -3.4892
O 0.0000 -4.1045 -4.3224
C 0.3628 -3.1686 -5.2855
C 0.9500 -1.8496 -4.7607
C 0.9327 -0.7786 -5.7377
N 2.3291 -2.0252 -4.2954
H -2.0568 -3.7981 -4.1204
H -1.0135 -2.8726 -2.9061
H -1.1269 -4.6601 -2.7355
H 1.0691 -3.6757 -5.9886
H -0.4794 -2.8854 -5.9484
H 0.2851 -1.6168 -3.9805
H -0.0752 -0.5275 -6.0389
H 1.4705 -1.0983 -6.6169
H 1.5689 0.0086 -5.4217
H 3.1189 -2.0489 -5.0013
H 2.4098 -2.7272 -3.5701
C 0.9551 0.1131 -1.7545
O 0.0063 -0.9464 -1.5581
H 0.4020 1.0381 -1.6657
H 1.7876 0.0829 -0.9878
H 1.4400 0.0341 -2.7221
H -0.8982 -0.4938 -1.3808
```

Calculated values
Kohn-Sham gap	9.2	eV
total charge	0
SMILES	COC[C@H](C)N.COC[C@H](C)N.COC[C@H](C)N.COC[C@H](C)N.COC[C@H](C)N.COC[C@H](C)N.CO

These are the Löwdin partial charges, in e, on atoms 1 to 2: -0.102 -0.225

In order of decreasing stability: #one, #two.

#one
The following is a DFT calculation (ωB97M-V/def2-TZVPD) of a molecular structure, C5H6O3.

```
14
C5H6O3, DFT ωB97M-V/def2-TZVPD
C -2.0484 -1.0053 -0.0572
C -0.6456 -0.5852 0.3699
C 1.7230 -0.9165 -0.1130
C 1.9130 0.4249 -0.0182
C -0.4609 0.8765 0.0902
H -2.3552 -1.8309 0.8729
H -3.0864 -0.0887 -0.1930
H -1.8090 -1.5720 -1.2466
H -0.6707 -0.7275 1.4085
H 2.4347 -1.7494 -0.3871
H 2.9729 0.8897 -0.2377
O 0.4313 -1.4587 -0.1523
O 0.8507 1.3187 0.2206
O -1.3287 1.6790 -0.2992
```

Calculated values
Kohn-Sham gap	9.7	eV
total charge	0

These are the Löwdin partial charges, in e, on atoms 1 to 2: -0.077 -0.341

#two
The following is a DFT calculation (ωB97M-V/def2-TZVPD) of C5H6O3 in the gas phase.

```
14
C5H6O3, DFT ωB97M-V/def2-TZVPD
C -0.6424 1.1292 -1.1280
C -0.4685 0.2514 -0.1376
C -1.5428 -0.5866 0.4657
C 0.9201 0.5272 0.8838
O 1.2976 1.5872 1.2480
C 1.3705 -0.7796 0.3559
O 1.0387 -1.8531 0.8484
O 2.5591 -0.5495 -0.2820
H -1.6323 1.5104 -1.3648
H 0.1885 1.7055 -1.5225
H -1.3846 -1.6391 0.2180
H -1.5649 -0.4916 1.5554
H -2.5317 -0.2913 0.1034
H 2.3927 -0.5200 -1.2437
```

Calculated values
Kohn-Sham gap	8.3	eV
total charge	0
SMILES	C=C(C)C(=O)C(=O)O

These are the Löwdin partial charges, in e, on atoms 1 to 2: 0.072 -0.253

In order of decreasing stability: #two, #one.

#one
The following is a DFT calculation (ωB97M-V/def2-TZVPD) of C2H3ClO2 in the gas phase.

```
8
C2H3ClO2, DFT ωB97M-V/def2-TZVPD
O 1.5543 0.3098 -0.0459
C 0.2433 -0.0022 -0.4658
Cl -0.0562 -0.9185 -1.9262
C -0.8055 -0.2771 0.8068
O -0.8201 0.7961 -0.1993
H 1.9870 1.0520 -0.5945
H -1.6650 -0.9658 0.5795
H -0.4377 0.0057 1.8455
```

Calculated values
Kohn-Sham gap	10.6	eV
total charge	0
SMILES	O[C@@]1(Cl)CO1

These are the Löwdin partial charges, in e, on atoms 1 to 2: -0.024 -0.922

#two
The following is a DFT calculation (ωB97M-V/def2-TZVPD) of 2 unconnected molecules or ions with the total composition C2H3ClO2.

```
8
C2H3ClO2, DFT ωB97M-V/def2-TZVPD
C 0.7001 0.2408 0.7174
C -2.5778 -0.8656 0.3838
O 1.1048 1.0210 -0.0971
O -2.2676 -1.4432 -0.7232
Cl -3.4017 0.5783 0.0027
H 0.0880 0.4783 1.5832
H 0.6556 -0.8389 0.6126
H -2.5752 -0.9327 -1.5350
```

Calculated values
Kohn-Sham gap	10.2	eV
total charge	0

These are the Löwdin partial charges, in e, on atoms 1 to 2: -0.164 -0.591

In order of decreasing stability: #one, #two.